Entry w
Below is 2 unconnected molecules or ions with the total composition C4H13N2O2, with properties calculated with the ωB97M-V functional and the def2-TZVPD basis.

Results
- LUMO level (spin up / spin down) (Eh) = 0.026 / -0.086
- highest occupied orbital energy (spin up / spin down) (eV) = -9.83 / -9.63
- gap between HOMO and LUMO (spin up / spin down) (Ha) = 0.3869 / 0.2679
- 2S+1 = 2
- expectation value of S² = 0.755

```
21
C4H13N2O2 (the ωB97M-V functional and the def2-TZVPD basis)
C 0.53120 -1.31356 -0.42608
N -0.31836 -0.83050 -1.56631
C -1.44594 0.06728 -1.28727
O -2.04053 -0.02813 -0.08760
C 1.10219 -0.21614 0.45811
C 2.11992 -0.84344 1.45026
N 0.20228 0.63144 1.28644
H 1.34624 -1.78933 -0.93287
H -0.07713 -2.00754 0.15850
H -0.65762 -1.70037 -1.96124
H -2.15986 -0.23538 -2.05710
H -1.04269 1.07531 -1.44506
H 1.68400 0.49742 -0.13054
H 1.68353 -1.58947 2.11594
H 2.92457 -1.32329 0.89711
H 2.39128 0.03410 2.03123
H -0.00135 1.47121 0.74913
H -0.68832 0.14747 1.29250
H -1.88616 2.48591 -0.92180
H -1.69371 2.41989 0.52725
O -1.97352 3.04713 -0.15060
```

=====

Entry x
Below is 2 unconnected molecules or ions with the total composition C4H13N2O2, with properties calculated with the ωB97M-V functional and the def2-TZVPD basis.

Results
- LUMO level (spin up / spin down) (Eh) = 0.027 / 0.023
- highest occupied orbital energy (spin up / spin down) (eV) = -2.88 / -10.06
- gap between HOMO and LUMO (spin up / spin down) (Ha) = 0.1333 / 0.3925
- 2S+1 = 2
- expectation value of S² = 0.751

```
21
C4H13N2O2 (the ωB97M-V functional and the def2-TZVPD basis)
O -0.43587 -1.55727 1.58406
C 0.58632 -1.45259 0.93458
N 1.84224 -1.57999 1.44640
C 0.45109 -0.99670 -0.52654
N -0.65768 -0.01278 -0.68224
C -0.16193 1.41266 -0.34325
C 0.60850 2.13096 -1.47097
H 2.70548 -1.65582 0.93175
H 1.96767 -1.66389 2.41569
H 1.42302 -0.65284 -1.05245
H 0.38487 -1.86796 -1.14183
H -1.45863 -0.11549 0.02486
H -1.20454 0.16521 -1.60752
H 0.47353 1.27822 0.50946
H -1.10307 1.90457 0.00112
H 1.69364 1.89924 -1.36514
H 0.56937 3.24016 -1.27338
H 0.07875 1.91832 -2.40848
H -2.95594 -0.39841 1.91800
H -2.21128 -1.48934 1.02850
O -2.59555 -0.50623 1.07740
```

=====

Short version: entry w is the most stable of them.

=====

Entry w
Below is a gas-phase ion, C7H10 (charge +1), with properties calculated with the ωB97M-V functional and the def2-TZVPD basis.

Results
- LUMO level (spin up / spin down) (Eh) = -0.183 / -0.301
- highest occupied orbital energy (spin up / spin down) (eV) = -13.61 / -13.59
- net charge = +1
- gap between HOMO and LUMO (spin up / spin down) (Ha) = 0.3173 / 0.1985
- 2S+1 = 2
- expectation value of S² = 0.779

```
17
C7H10 (the ωB97M-V functional and the def2-TZVPD basis)
C -1.24792 -1.85585 -1.12519
C -0.89038 -3.01537 -1.63551
C -0.83843 -1.01296 -0.00892
C -0.21745 0.33691 -0.30289
C 0.30287 1.02336 0.73139
C 0.90888 2.36298 0.73483
C 1.83005 2.73154 1.63089
H -2.09740 -1.41419 -1.74183
H -1.48513 -3.24868 -2.39342
H -0.01654 -3.50925 -1.31698
H -1.61144 -0.94604 0.74361
H -0.05211 -1.64796 0.46087
H -0.21719 0.65828 -1.35249
H 0.51119 0.44439 1.67094
H 0.60176 3.16937 -0.03573
H 2.12727 2.26621 2.56031
H 2.39198 3.65728 1.38012
```

=====

Entry x
Below is a gas-phase ion, C7H10 (charge +1), with properties calculated with the ωB97M-V functional and the def2-TZVPD basis.

Results
- LUMO level (spin up / spin down) (Eh) = -0.197 / -0.289
- highest occupied orbital energy (spin up / spin down) (eV) = -14.17 / -13.74
- net charge = +1
- gap between HOMO and LUMO (spin up / spin down) (Ha) = 0.3239 / 0.2155
- 2S+1 = 2
- expectation value of S² = 0.786

```
17
C7H10 (the ωB97M-V functional and the def2-TZVPD basis)
C 0.46189 1.23095 -0.67846
C 1.36168 2.05998 -1.36997
C 1.44146 -1.10271 -1.40264
C 0.69451 -0.27144 -0.64827
C -0.34960 -0.89937 0.13682
C -0.54695 -0.49928 1.42643
C -1.90809 -0.54350 2.10072
H -0.53556 1.38377 -0.48357
H 1.28070 3.13552 -1.55701
H 2.18075 1.65953 -1.96013
H 1.79157 -2.15199 -1.21001
H 1.74249 -0.54360 -2.31525
H -1.16331 -1.54838 -0.34073
H 0.33267 -0.18579 1.99356
H -2.49057 -0.24884 1.19585
H -2.21723 0.16444 2.82617
H -2.07643 -1.63929 2.28646
```

=====

Short version: entry w is the most stable of them.